# 1
Molecular formula: C4H9NO
Method: DFT, wB97M-V/def2-TZVPD

Each line ends with the natural charge from an NBO analysis.
Atoms and positions in Å:
C  -1.388  0.350  0.560  -0.11
H  -1.392  1.324  1.056  0.18
N  0.309  -1.212  -0.117  -0.63
H  2.071  -0.712  -1.202  0.20
C  -0.331  -0.669  1.084  -0.27
H  0.578  1.831  -0.512  0.19
H  -0.523  -0.856  -0.828  0.39
H  0.542  0.937  -2.100  0.21
C  1.371  -0.265  -0.473  -0.27
H  -2.400  -0.080  0.664  0.19
H  -0.788  -1.502  1.619  0.20
H  2.024  0.040  0.375  0.19
H  0.365  -0.162  1.769  0.18
O  -1.061  0.571  -0.831  -0.55
C  0.472  0.879  -1.016  -0.10

Computed properties:
Gap between HOMO and LUMO = 9.85 eV
Maximum force = 0.0695 Eh/bohr
LUMO = 1.11 eV
ΔE to the lowest compared entry with this formula, charge and spin = 3.319 eV
Total energy = -287.71050 hartree
SMILES = C1COCCN1

=====

# 2
Molecular formula: C20H24N2O5S
Method: DFT, wB97M-V/def2-TZVPD

Each line ends with the natural charge from an NBO analysis.
Atoms and positions in Å:
H  1.392  2.754  1.756  0.24
C  1.321  1.159  0.392  -0.37
H  -1.675  2.509  -1.894  0.25
C  -1.870  0.536  -2.823  0.68
C  1.551  -0.183  0.119  0.37
C  2.131  0.919  2.647  0.28
C  -1.155  1.872  -2.609  -0.31
O  1.819  3.270  -1.035  -0.93
N  0.189  1.637  -2.127  -0.68
H  1.299  2.319  -3.783  0.20
H  -2.668  -3.392  -1.271  0.22
H  -1.105  -4.057  0.590  0.21
C  -1.726  -0.741  0.511  0.05
C  -0.708  -2.702  2.196  -0.22
H  1.171  2.991  4.101  0.18
O  1.237  -0.647  -1.118  -0.52
H  2.139  1.240  -2.653  0.22
H  -1.656  1.237  -0.265  0.26
H  2.826  3.364  3.546  0.18
O  -1.958  0.050  -3.938  -0.64
H  2.295  -2.013  0.975  0.23
H  2.545  2.843  5.227  0.20
C  -3.044  -1.352  -1.879  -0.22
N  -2.395  -0.065  -1.740  -0.43
C  -2.140  -2.437  -1.302  -0.43
O  -0.446  2.998  -0.116  -0.96
C  2.377  -0.427  2.376  -0.20
H  -1.337  0.612  2.113  0.22
O  2.434  1.355  3.896  -0.49
C  2.226  2.718  4.194  -0.25
C  -0.780  -1.388  2.630  -0.20
S  0.705  2.409  -0.752  2.33
C  -2.284  0.354  -0.364  -0.28
H  -3.289  0.615  0.005  0.20
H  0.908  0.579  -3.756  0.22
H  1.025  -2.689  -0.797  0.19
H  -1.275  -2.555  -1.959  0.22
C  1.602  1.705  1.631  -0.26
C  -1.285  -0.417  1.788  -0.23
C  -1.151  -3.031  0.928  -0.21
H  -0.313  -3.469  2.845  0.21
C  2.094  -0.967  1.140  -0.28
H  2.795  -1.042  3.156  0.23
H  -1.123  2.383  -3.580  0.22
H  -3.233  -1.524  -2.940  0.25
H  -3.996  -1.323  -1.338  0.19
C  1.560  -1.981  -1.438  -0.26
C  -1.668  -2.061  0.076  -0.05
H  2.637  -2.162  -1.362  0.18
H  -0.439  -1.124  3.619  0.22
C  1.191  1.435  -3.145  -0.41
H  1.247  -2.113  -2.472  0.20

Computed properties:
Gap between HOMO and LUMO = 9.01 eV
Maximum force = 0.0252 Eh/bohr
LUMO = 0.63 eV
ΔE to the lowest compared entry with this formula, charge and spin = 2.365 eV
Total energy = -1660.39756 hartree
SMILES = COc1ccc(OC)c(S(=O)(=O)N(C)CC(=O)N2CCc3ccccc3C2)c1

=====

# 3
Molecular formula: C3H5N3
Method: DFT, wB97M-V/def2-TZVPD

Each line ends with the natural charge from an NBO analysis.
Atoms and positions in Å:
N  1.687  -0.181  0.415  -0.24
N  1.621  0.155  1.576  -0.25
H  2.543  -0.620  0.001  0.29
N  -1.845  -0.643  0.295  -0.79
C  -0.248  1.171  -0.630  -0.27
C  0.600  -0.037  -0.623  -0.15
H  0.913  -0.573  -1.528  0.17
H  -1.607  -1.465  0.831  0.39
C  -0.790  0.081  -0.167  0.22
H  -0.278  2.218  -0.878  0.23
H  -2.595  -0.105  0.707  0.39

Computed properties:
Gap between HOMO and LUMO = 8.63 eV
Maximum force = 0.0119 Eh/bohr
LUMO = 0.99 eV
ΔE to the lowest compared entry with this formula, charge and spin = 4.639 eV
Total energy = -281.41957 hartree

=====

# 4
Molecular formula: C32H64Br14F8N2O3Si2
Method: DFT, wB97M-V/def2-TZVPD

Each line ends with the Löwdin charge.
Atoms and positions in Å:
H  -5.194  7.439  4.509  0.06
H  2.643  -4.686  4.232  0.10
H  8.864  -0.577  6.534  0.05
H  1.121  -3.074  -1.750  0.05
C  -4.108  6.262  3.076  -0.69
H  4.209  0.903  0.221  0.07
F  -3.721  -1.765  1.653  0.11
C  2.418  -5.680  3.722  -0.26
H  1.560  -6.453  1.744  0.12
Br  7.020  -2.867  6.790  0.60
H  -5.305  -6.019  -2.237  0.05
H  -6.156  6.118  3.812  0.05
O  1.013  -0.668  1.360  -0.27
H  0.890  -5.765  4.938  0.08
F  -1.126  0.703  -2.933  0.09
C  -0.153  -4.217  -4.832  -0.68
Br  -2.625  6.067  -3.571  0.65
H  1.523  -1.275  5.343  0.06
C  -6.173  3.325  -4.642  -0.68
H  4.951  -0.773  4.008  0.03
H  2.726  -0.352  -2.181  0.09
C  -2.203  0.209  -2.181  -0.40
H  3.390  -6.274  3.672  0.12
Br  -0.643  -5.601  -3.550  0.59
H  -0.317  -5.098  2.468  0.12
C  4.094  -0.759  3.248  -0.20
H  -4.861  6.224  -2.536  0.03
H  2.590  5.552  1.558  0.07
H  3.625  2.165  1.991  0.11
C  -3.720  7.727  -1.509  -0.68
F  -2.680  -0.970  -2.756  0.07
H  -4.064  3.710  -4.240  -0.01
H  -4.529  1.995  -4.257  0.04
C  2.026  -2.440  -2.006  -0.19
H  1.810  1.728  1.853  0.11
C  3.651  -1.855  0.825  -0.23
H  1.352  -0.418  3.953  0.05
H  3.338  -2.473  4.568  0.11
Br  -6.464  5.204  -5.069  0.61
C  1.850  -5.467  2.227  -0.16
H  2.098  -2.455  -3.158  0.03
C  -4.709  2.970  -4.711  -0.70
H  0.939  -0.435  -1.913  0.06
Br  6.967  0.528  5.350  0.65
Br  1.405  6.271  -5.582  0.59
H  0.131  -3.337  -4.256  0.03
Br  -6.149  8.132  2.340  0.60
H  -2.727  0.049  -0.015  0.16
Br  -3.533  -4.334  -1.745  0.64
C  2.463  3.448  0.626  -0.22
C  0.598  -4.441  2.332  -0.23
H  -3.633  8.511  -2.260  0.05
C  -2.776  -2.582  2.258  -0.41
H  -4.559  7.954  -0.849  0.05
C  8.007  -2.140  5.275  -0.70
H  0.770  -5.699  -6.144  0.05
C  -0.183  6.153  -6.707  -0.70
H  -5.202  -4.861  0.626  0.04
H  7.362  -2.234  4.402  0.04
H  3.206  3.716  -0.179  0.10
H  4.244  -2.078  -0.133  0.09
H  -3.692  5.551  -1.377  0.03
C  -0.341  4.771  -7.290  -0.70
Si  2.329  -0.542  0.264  0.48
Si  -0.147  -1.872  1.035  0.63
H  -0.707  -1.869  -1.499  0.08
Br  -4.487  -7.232  0.324  0.61
H  -3.443  6.998  2.624  0.03
F  -1.846  -0.364  2.480  0.01
H  0.822  -3.789  3.227  0.08
H  9.183  -0.406  4.795  0.06
Br  0.895  4.482  -8.769  0.60
H  3.719  0.310  3.236  0.09
N  3.195  1.010  0.264  -0.09
N  2.049  -0.717  4.659  -0.02
F  -3.299  -2.896  3.532  0.09
F  -3.187  1.210  -2.244  0.07
H  3.118  4.144  2.702  0.07
H  8.870  -2.795  5.157  0.06
C  0.478  -3.664  0.933  -0.22
C  -5.494  -5.619  -0.100  -0.69
C  0.933  -4.691  -5.767  -0.68
C  -1.441  -1.744  2.501  -0.30
C  1.926  -0.908  -1.575  -0.26
O  -0.849  0.947  -0.299  -0.04
C  -1.786  -0.080  -0.647  -0.27
H  -6.549  3.203  -3.625  0.06
H  1.457  -3.810  0.385  0.06
Br  -2.138  7.845  -0.377  0.60
H  -3.575  5.735  3.868  0.06
H  1.039  -4.006  -6.609  0.06
C  -3.869  6.348  -2.098  -0.69
H  -1.018  6.386  -6.043  0.00
H  -5.998  -4.436  -1.823  0.06
Br  -4.467  4.911  1.719  0.60
H  -1.069  -4.005  -5.385  0.06
H  -0.304  -4.240  0.319  0.10
H  1.385  3.384  0.244  0.10
C  -5.269  -5.193  -1.529  -0.67
H  -0.097  6.933  -7.461  0.05
O  1.512  -6.419  4.570  -0.10
H  -0.164  3.976  -6.568  0.05
H  -6.540  -5.886  0.059  0.06
C  2.421  4.475  1.857  -0.14
C  8.450  -0.722  5.538  -0.69
Br  -4.110  2.787  -6.557  0.61
H  -1.257  1.549  0.356  0.12
H  -6.791  2.744  -5.325  0.05
Br  2.672  -4.687  -4.887  0.63
C  4.706  -1.277  1.875  -0.25
H  -2.136  -2.247  -0.448  0.04
C  -5.387  6.860  3.605  -0.69
H  -1.335  4.650  -7.723  0.04
H  2.722  -4.983  1.662  0.10
H  2.937  -2.992  -1.628  0.07
C  2.940  -1.658  3.869  -0.26
H  1.372  4.431  2.316  0.07
H  5.429  -2.137  2.110  0.10
F  -0.862  -1.944  3.763  0.04
H  5.376  -0.454  1.442  0.10
H  3.189  -2.776  1.288  0.05
H  2.260  -2.158  3.114  0.07
C  -1.221  -1.562  -0.541  -0.15
C  2.744  1.988  1.277  -0.30
F  -2.601  -3.790  1.615  0.09

Computed properties:
Gap between HOMO and LUMO = 8.77 eV
Maximum force = 0.0573 Eh/bohr
LUMO = 0.02 eV
Total energy = -39007.10993 hartree

=====

# 5
Molecular formula: C14H22Cl8F2O6
Method: DFT, wB97M-V/def2-TZVPD

Each line ends with the natural charge from an NBO analysis.
Atoms and positions in Å:
H  15.768  10.035  14.618  0.17
H  10.732  13.973  12.133  0.18
F  8.829  14.424  12.417  -0.37
Cl  14.168  15.191  16.165  -0.08
H  8.332  10.461  6.284  0.22
H  9.992  7.517  11.561  0.22
O  15.134  12.911  14.178  -0.47
C  10.275  13.751  15.184  1.01
H  8.708  12.074  13.087  0.21
H  13.490  16.199  18.163  0.22
C  8.329  7.277  10.247  -0.42
C  9.594  7.979  10.680  -0.37
C  10.001  13.876  12.909  0.44
H  4.678  15.625  14.061  0.23
H  8.548  6.213  10.053  0.23
O  12.829  12.663  13.746  -0.59
H  16.077  12.740  16.005  0.23
C  13.557  14.008  18.533  -0.41
C  6.841  15.108  14.577  -0.42
F  15.184  10.462  16.522  -0.34
C  13.931  12.297  14.096  1.00
C  8.724  11.399  6.643  -0.39
H  8.070  11.450  8.721  0.24
O  10.522  14.079  16.246  -0.55
H  7.520  7.349  10.961  0.23
C  13.262  15.208  17.692  -0.39
H  13.019  14.135  19.506  0.23
H  17.009  12.216  14.681  0.21
C  7.821  11.841  7.753  -0.39
C  5.700  16.048  14.199  -0.33
O  14.097  11.050  14.645  -0.50
H  10.371  11.798  12.764  0.21
Cl  7.964  13.560  8.160  -0.08
Cl  10.425  11.130  7.077  -0.06
H  7.073  14.622  13.674  0.23
H  12.242  15.158  17.357  0.25
C  15.970  12.223  15.075  -0.15
C  15.378  10.873  15.208  0.44
H  6.792  11.707  7.486  0.22
Cl  7.785  7.860  8.725  -0.03
H  7.669  15.770  14.850  0.23
O  9.993  12.490  14.736  -0.49
O  10.290  14.582  14.055  -0.51
Cl  5.450  17.321  15.530  -0.12
H  6.099  16.607  13.387  0.22
H  10.294  7.987  9.901  0.22
Cl  6.434  13.984  15.861  -0.04
Cl  9.327  9.690  11.092  -0.08
Cl  15.228  13.850  19.071  -0.05
H  13.173  13.160  17.938  0.23
H  8.741  12.110  5.802  0.23
C  9.694  12.451  13.361  -0.13

Computed properties:
Gap between HOMO and LUMO = 10.91 eV
Maximum force = 0.1217 Eh/bohr
LUMO = 0.41 eV
Total energy = -4879.37442 hartree
SMILES = O=C1OC[C@@H](F)O1.O=C1OC[C@@H](F)O1.ClCCCl.ClCCCl.ClCCCl.ClCCCl

=====

# 6
Molecular formula: C36H79BN3O9
Method: DFT, wB97M-V/def2-TZVPD

Each line ends with the Löwdin charge.
Atoms and positions in Å:
C  -5.806  3.950  5.563  -0.06
H  5.540  2.111  -1.771  0.06
C  7.016  3.715  1.048  -0.06
H  -1.848  -8.988  -4.424  0.08
H  4.026  1.468  -2.427  0.06
H  -7.597  3.096  -0.211  0.07
H  -9.174  3.709  0.329  0.09
C  -9.468  1.067  -0.489  -0.07
H  4.154  -0.262  -4.363  0.08
C  9.332  0.086  1.578  -0.07
H  -6.118  5.020  3.724  0.14
H  1.531  -0.246  4.785  0.08
H  -2.888  2.278  2.575  0.08
H  0.675  -1.685  -1.536  0.08
C  10.384  1.162  1.357  -0.51
H  -0.186  4.128  -0.375  0.11
H  -1.318  -0.232  -0.498  0.10
C  0.083  3.039  -0.381  -0.04
H  -3.949  -6.252  -5.954  0.08
C  1.897  1.201  -0.420  -0.01
O  11.516  0.896  2.182  -0.05
H  -2.698  3.296  -1.184  0.14
H  0.581  -1.864  0.245  0.07
H  -3.619  -9.032  -4.530  0.08
H  -2.690  2.891  0.590  0.12
H  6.553  3.464  2.007  0.09
C  -0.581  0.606  -0.474  0.00
H  7.919  4.299  1.239  0.09
C  -4.612  -0.822  -0.150  -0.02
C  10.819  1.221  -0.099  -0.06
B  -3.378  0.418  1.883  -0.51
H  2.311  3.419  -0.371  0.09
C  -3.992  -6.305  -4.862  -0.06
H  1.466  -7.374  -2.365  0.08
O  4.891  3.673  -0.085  -0.09
C  -0.379  -5.403  -1.740  -0.06
C  0.944  -2.924  4.342  -0.06
H  1.984  -2.799  4.659  0.08
H  11.265  0.271  -0.410  0.08
H  -4.922  -6.798  -4.573  0.08
C  5.829  0.589  -3.277  -0.50
O  1.526  -4.014  -2.231  -0.07
C  1.731  -6.368  -2.697  -0.06
N  -3.605  1.573  2.760  0.17
C  6.046  4.478  0.160  -0.49
C  5.623  5.790  0.803  -0.06
H  9.975  1.441  -0.756  0.08
H  -7.999  0.978  1.080  0.13
H  -0.804  -5.237  -2.733  0.06
H  -8.594  5.162  3.906  0.08
C  -7.988  4.917  4.781  -0.06
H  1.376  -6.234  -3.723  0.08
H  -4.556  1.954  2.687  0.07
H  -0.567  -1.861  3.242  0.12
H  -6.311  3.207  6.187  0.09
H  2.820  -6.285  -2.724  0.08
H  -0.707  -6.381  -1.380  0.08
C  1.493  2.664  -0.389  -0.03
N  -4.639  -0.213  -2.234  0.02
H  -2.051  -0.953  1.742  0.10
H  6.484  6.436  0.987  0.08
C  -0.982  2.010  -0.424  -0.18
H  -2.642  -8.494  -5.911  0.08
C  -3.891  0.883  -2.030  0.06
C  -2.727  -8.473  -4.820  -0.06
N  -5.039  -1.138  -1.386  0.13
H  9.036  0.048  2.629  0.08
H  -4.013  -5.275  -4.496  0.07
H  2.176  -1.350  2.724  0.10
H  11.877  0.039  1.923  0.09
H  2.249  -1.564  -0.548  0.09
H  7.118  1.725  -4.204  0.09
H  -7.904  3.424  1.507  0.05
H  -1.545  -6.347  -5.653  0.09
H  4.467  3.489  0.763  0.08
H  -4.937  -0.390  -3.204  0.19
C  -3.373  1.267  -0.721  -0.09
H  11.582  1.990  -0.240  0.08
H  -7.376  2.507  4.122  0.10
C  0.845  0.192  -0.485  -0.21
H  -10.337  1.665  -0.780  0.08
H  -0.794  -4.632  -1.084  0.07
H  -4.860  3.506  5.245  0.07
C  -3.796  0.302  0.320  0.04
C  0.457  -1.697  3.589  -0.49
H  -3.633  1.530  -2.907  0.17
C  1.138  -5.312  -1.778  -0.49
O  -9.789  1.582  1.840  -0.05
H  7.303  2.771  0.579  0.07
H  5.112  5.610  1.754  0.08
H  9.984  2.133  1.660  0.13
O  -6.898  3.140  3.572  -0.08
C  -2.473  2.490  -0.442  -0.09
H  -8.565  4.206  5.379  0.09
H  5.014  2.594  -3.374  0.09
C  -2.782  -7.043  -4.309  -0.50
C  -8.835  1.616  0.781  -0.51
C  0.506  -0.454  4.464  -0.05
O  1.268  -1.495  2.429  -0.07
H  0.331  -3.115  5.225  0.08
O  -1.590  -6.355  -4.688  -0.08
O  7.163  1.006  -3.562  -0.05
H  9.725  -0.903  1.324  0.08
H  4.919  6.322  0.159  0.08
H  1.176  -3.895  -3.123  0.09
H  0.913  -3.806  3.698  0.08
O  -2.706  -0.705  2.430  0.13
H  0.164  0.421  3.907  0.07
C  -8.345  3.042  0.585  -0.06
H  -9.825  0.047  -0.330  0.08
H  -4.902  -1.571  0.636  0.15
H  1.539  -5.435  -0.770  0.14
H  5.748  -0.743  -4.977  0.08
H  -7.838  5.825  5.368  0.08
H  8.442  0.273  0.971  0.07
H  -0.119  -0.571  5.351  0.09
H  6.513  4.677  -0.807  0.14
H  2.954  0.860  -0.404  0.10
H  5.893  -0.224  -2.550  0.14
H  5.140  0.870  -5.312  0.08
C  1.157  -1.350  -0.572  -0.07
C  5.051  1.751  -2.677  -0.06
C  -6.659  4.312  4.357  -0.49
H  -10.533  2.142  1.588  0.09
H  -2.820  -7.044  -3.217  0.13
H  -5.592  4.829  6.173  0.08
C  5.173  0.083  -4.552  -0.07
H  -8.755  1.063  -1.317  0.07

Computed properties:
Gap between HOMO and LUMO = 6.35 eV
Maximum force = 0.0652 Eh/bohr
LUMO = -4.83 eV
Total energy = -2285.08709 hartree
Charge = +1